Entry from the OMol25 dataset: C6H12OS in the gas phase (ωB97M-V/def2-TZVPD).

Output
net charge = 0
frontier orbital gap = 9.8 eV
relative energy (zero: lowest compared OMol25 entry of this formula, charge and spin) = 185.0 kJ/mol
SMILES = CC(C)=C(CO)CS
E_tot = -709.16892 a.u.
highest occupied orbital energy = -9.09 eV

Last columns: bonded neighbours and bond lengths (Å).
Cartesian coordinates (Å):
1 C 2.53254 -0.24246 -0.37119  C2 1.560, H9 1.133, H10 1.182, H11 1.086
2 C 1.12436 -0.75485 0.06390  C1 1.560, C3 1.473, C4 1.316
3 C 1.01184 -2.21737 -0.07286  C2 1.473, H12 1.090, H13 1.101, H14 1.079
4 C 0.20466 0.11121 0.43088  C2 1.316, C5 1.546, C7 1.519
5 C 0.51625 1.58964 0.75886  C4 1.546, O6 1.492, H15 1.182, H16 1.086
6 O 0.80972 2.23096 -0.55564  C5 1.492, H17 1.016
7 C -1.15054 -0.46426 0.80564  C4 1.519, S8 1.831, H18 1.097, H19 1.063
8 S -2.38332 -0.12316 -0.50388  C7 1.831, H20 1.332
9 H 2.70459 -0.48102 -1.46508  C1 1.133
10 H 3.48987 -0.57929 0.23511  C1 1.182
11 H 2.31894 0.82186 -0.35249  C1 1.086
12 H 0.02454 -2.61330 0.16412  C3 1.090
13 H 1.13186 -2.55174 -1.11463  C3 1.101
14 H 1.74138 -2.68259 0.57133  C3 1.079
15 H -0.50348 2.00158 1.19151  C5 1.182
16 H 1.37678 1.66411 1.41668  C5 1.086
17 H -0.16444 2.34813 -0.81917  O6 1.016
18 H -1.44591 -0.02458 1.76664  C7 1.097
19 H -1.04528 -1.51633 0.91981  C7 1.063
20 H -3.40814 -0.39540 0.30200  S8 1.332

Atom-resolved charges from natural (NBO), all expressed in e:
1 C -0.66
2 C 0.06
3 C -0.64
4 C -0.07
5 C -0.11
6 O -0.73
7 C -0.52
8 S -0.05
9 H 0.22
10 H 0.22
11 H 0.24
12 H 0.20
13 H 0.23
14 H 0.22
15 H 0.18
16 H 0.20
17 H 0.47
18 H 0.21
19 H 0.21
20 H 0.12